The following is a DFT calculation (ωB97M-V/def2-TZVPD) of a single C7H8N2O2S2 molecule at a distorted geometry.

Summary:
Frontier orbital gap: 0.31076 Eh
Energy relative to the best compared isomer or geometry (same formula, charge and spin): 5.338 eV
Multiplicity: 1
E_HOMO: -8.603 eV
SMILES string: C=[S@@]1(=O)OS(=N)(=N)c2ccccc21

Atoms and positions in Å:
1 C -1.079286 2.579143 -1.111489
2 S -1.301916 1.559778 0.183091
3 O -1.689903 2.227392 1.382468
4 O -2.196153 0.142922 -0.027365
5 S -1.458165 -1.346632 0.038792
6 N -1.286952 -2.159356 -1.184288
7 N -2.176013 -2.107698 1.039927
8 C 0.139834 -0.713251 0.241275
9 C 1.272534 -1.510560 0.262415
10 C 2.516108 -0.934405 0.387136
11 C 2.635859 0.443766 0.310578
12 C 1.518570 1.251844 0.201811
13 C 0.265558 0.710370 0.214442
14 H -1.924149 3.350522 -1.244350
15 H -0.573715 2.118901 -1.941026
16 H -1.912346 -2.748739 -1.706369
17 H -2.383594 -2.113273 2.013291
18 H 1.119192 -2.640270 0.339038
19 H 3.393481 -1.421027 0.419233
20 H 3.570533 0.961826 0.332542
21 H 1.550514 2.348739 -0.151150

Forces on the atoms, in the same order (eV/Å):
-2.1 0.4 1.4
2.0 1.6 -3.4
-0.7 -0.7 0.9
0.2 0.7 0.2
-0.8 -1.4 -0.8
1.3 1.2 -1.9
-0.8 -1.5 2.0
1.1 2.1 0.1
-1.0 -2.3 1.0
-2.1 2.4 -0.5
-0.6 0.5 0.1
-0.3 2.8 -1.3
-1.2 -3.1 0.5
1.5 -1.4 0.1
-0.1 -0.1 -0.3
-0.5 0.3 0.6
0.1 0.9 0.3
0.4 1.7 -0.4
2.7 -2.3 0.3
0.6 -0.2 -0.1
0.3 -1.6 1.2

The following is a DFT calculation (ωB97M-V/def2-TZVPD) of C27H31NO7SV as an isolated structure at a distorted geometry.

Summary:
Frontier orbital gap (alpha / beta): 0.24124 / 0.24406 Eh
Energy relative to the best compared isomer or geometry (same formula, charge and spin): 0.854 eV
Multiplicity: 4
E_HOMO (alpha / beta): -6.487 / -6.566 eV
<S²>: 3.756

Atoms and positions in Å:
1 V 0.357495 -1.101242 -0.771136
2 C -2.740513 -1.801925 -0.873029
3 C -3.180459 -1.871478 0.572504
4 O -2.308075 -1.036867 1.314009
5 C -1.870763 -1.512204 2.561488
6 C -0.894851 -2.668642 2.453371
7 O 0.104734 -2.423550 1.469184
8 C 0.937300 -3.571045 1.311285
9 C 1.826588 -3.404650 0.105146
10 O 1.120795 -3.051375 -1.089516
11 C 0.148254 -3.981634 -1.599573
12 C -1.247110 -3.686691 -1.061587
13 O -1.404441 -2.276299 -0.998476
14 H -2.732929 -0.767192 -1.209415
15 H -3.401148 -2.371074 -1.527381
16 H -3.147196 -2.902713 0.938238
17 H -4.207379 -1.508425 0.667250
18 H -2.706282 -1.837099 3.190156
19 H -1.393485 -0.663731 3.056163
20 H -1.419472 -3.596266 2.199911
21 H -0.424708 -2.812868 3.430848
22 H 0.307561 -4.461109 1.213352
23 H 1.570752 -3.710754 2.191989
24 H 2.387015 -4.329449 -0.043884
25 H 2.524849 -2.586972 0.270918
26 H 0.448181 -5.006483 -1.378672
27 H 0.127857 -3.808888 -2.669708
28 H -1.416507 -4.122403 -0.073670
29 H -1.973929 -4.104852 -1.760404
30 S -1.331348 -1.901159 -3.964757
31 C -0.244965 -0.579174 -3.810752
32 C -0.077485 0.222744 -4.977791
33 C 0.778325 1.284951 -5.020684
34 C 1.523207 1.574621 -3.876204
35 C 1.325946 0.795326 -2.775241
36 N 0.455012 -0.251641 -2.663088
37 H -0.661629 -0.063203 -5.839130
38 H 0.887639 1.875918 -5.922569
39 H 2.239312 2.383981 -3.834589
40 H 1.936702 1.007183 -1.924404
41 O -0.210654 0.588477 0.462638
42 C 0.855425 1.539297 0.707820
43 C 2.213874 0.850362 0.315657
44 O 3.247709 1.485779 0.396825
45 O 2.085896 -0.369173 -0.085156
46 C 0.777327 1.911597 2.189245
47 C 1.888587 2.062682 3.011810
48 C 1.723680 2.412536 4.348090
49 C 0.456947 2.611354 4.876883
50 C -0.655428 2.464078 4.058261
51 C -0.495310 2.122241 2.724404
52 C 0.577963 2.768768 -0.148633
53 C 1.482705 3.826386 -0.140819
54 C 1.247625 4.950218 -0.918510
55 C 0.103778 5.035383 -1.702260
56 C -0.804555 3.988693 -1.701837
57 C -0.569624 2.858553 -0.928451
58 H -0.246994 0.019120 1.244825
59 H 2.879840 1.916511 2.605721
60 H 2.598757 2.528120 4.976939
61 H 0.335245 2.886041 5.917783
62 H -1.649500 2.631216 4.455939
63 H -1.363882 2.031013 2.081411
64 H 2.382287 3.751039 0.457217
65 H 1.963772 5.763273 -0.911003
66 H -0.077351 5.914275 -2.310550
67 H -1.695374 4.039232 -2.315495
68 H -1.275594 2.041265 -0.948903

Forces on the atoms, in the same order (eV/Å):
-0.5 -0.3 0.3
0.0 -0.1 0.1
0.1 0.0 0.0
0.0 0.2 0.1
0.1 0.0 -0.1
0.0 0.0 -0.1
0.1 0.0 0.0
-0.1 0.0 0.0
0.1 0.0 0.0
0.1 -0.3 0.1
-0.1 0.2 0.1
0.0 0.1 0.0
-0.2 -0.2 0.2
0.0 0.0 -0.1
0.0 0.0 -0.1
0.0 0.0 0.0
-0.1 0.0 0.0
0.0 0.0 0.1
0.0 0.0 0.0
0.0 -0.1 -0.1
0.0 -0.1 0.1
-0.1 0.0 0.0
0.0 0.0 0.1
0.0 -0.1 -0.1
0.0 0.0 -0.1
0.0 0.0 0.1
0.1 0.0 -0.1
0.0 0.0 0.1
0.0 0.0 -0.1
0.1 -0.1 0.1
0.1 0.2 0.2
0.0 0.0 0.1
-0.1 -0.1 0.0
0.0 0.1 0.0
-0.1 -0.2 0.0
0.0 0.5 -1.6
0.0 0.0 0.0
0.0 0.0 0.0
0.0 0.0 0.0
0.1 0.0 0.3
0.0 0.0 -0.1
0.1 0.0 0.1
-0.2 -0.2 0.1
0.0 0.0 0.1
0.6 0.4 0.4
0.0 0.0 0.0
0.0 0.0 0.0
0.0 0.0 0.0
0.0 0.0 0.0
0.0 0.0 0.0
0.0 0.0 0.0
0.0 -0.1 -0.1
0.1 0.0 0.0
0.0 0.0 0.0
0.0 0.0 0.0
0.0 0.0 0.0
0.0 0.0 0.0
-0.3 0.2 0.1
0.0 0.0 0.0
0.0 0.0 0.0
0.0 0.0 0.0
0.0 0.0 0.0
0.0 0.0 0.0
-0.1 0.0 0.0
0.0 0.0 0.0
0.0 0.0 0.0
0.0 0.0 0.0
0.0 0.0 0.0

The following is a DFT calculation (ωB97M-V/def2-TZVPD) of a single C5H9NO molecule at a distorted geometry.

Summary:
Frontier orbital gap: 0.38822 Eh
Energy relative to the best compared isomer or geometry (same formula, charge and spin): 2.967 eV
Multiplicity: 1
E_HOMO: -9.713 eV
SMILES string: C[C@H](C#N)CCO

Atoms and positions in Å:
1 C 1.642591 0.984172 0.946215
2 C 0.172146 0.667563 0.540304
3 C -0.518052 0.071261 1.700473
4 N -1.079177 -0.442743 2.574459
5 C 0.212325 -0.304632 -0.784497
6 C -1.065322 -1.005758 -1.593924
7 O -1.978237 -0.251264 -0.825019
8 H 2.158334 1.485318 0.121166
9 H 2.192658 0.068511 1.184252
10 H 1.714461 1.642457 1.824480
11 H -0.327050 1.631111 0.359647
12 H 0.695034 0.343284 -1.505312
13 H 0.821940 -1.130303 -0.447798
14 H -1.268072 -2.108816 -1.493490
15 H -1.390274 -0.836428 -2.662085
16 H -2.007190 -0.692724 0.025393

Forces on the atoms, in the same order (eV/Å):
-0.1 -0.1 -0.2
-0.2 -0.4 -0.6
-0.5 -0.7 0.3
0.6 0.5 -0.9
0.6 -0.8 -1.0
-0.1 1.3 1.8
-3.1 -0.3 -0.1
-0.1 -0.1 0.1
-0.1 0.1 -0.1
-0.3 -0.2 -0.3
0.0 -0.5 -0.3
0.6 -0.2 -0.1
0.8 -0.1 -0.3
0.9 0.8 0.4
1.5 0.5 0.9
-0.4 0.2 0.3

The following is a DFT calculation (ωB97M-V/def2-TZVPD) of C9H25AgN2O3 as an isolated structure at a distorted geometry.

Summary:
Frontier orbital gap: 0.20165 Eh
Energy relative to the best compared isomer or geometry (same formula, charge and spin): 7.218 eV
Multiplicity: 1
E_HOMO: -4.843 eV

Atoms and positions in Å:
1 Ag 0.229149 0.687855 -0.263858
2 C 2.538759 0.994465 -1.962308
3 O 1.466629 1.327775 -1.157358
4 H 3.383269 0.508994 -1.473198
5 H 2.348119 0.248695 -2.734048
6 H 2.951439 1.860965 -2.479008
7 C -0.517831 -3.270205 -1.865748
8 C -0.343051 -2.131566 -0.837708
9 C 1.100459 -1.961985 -0.314888
10 O 1.166049 -1.085675 0.800792
11 C 2.494589 -0.933985 1.380012
12 N -0.758571 -0.849085 -1.441058
13 H 0.144769 -3.164725 -2.724778
14 H -1.555611 -3.308665 -2.196888
15 H -0.265801 -4.219885 -1.393848
16 H -0.946481 -2.249215 0.062362
17 H 1.640329 -1.446925 -1.109468
18 H 1.641809 -2.898215 -0.178848
19 H 2.969489 -1.853395 1.722422
20 H 2.588199 -0.271955 2.240862
21 H 3.070499 -0.395755 0.627192
22 H -0.174331 -0.701446 -2.251588
23 H -1.705461 -0.825955 -1.791708
24 C -1.832061 3.653735 0.960652
25 C -1.021151 2.376154 0.645532
26 C -1.394131 1.254655 1.612802
27 O -0.520161 0.126705 1.423952
28 C -0.933641 -1.029275 2.213062
29 N -1.277211 1.943345 -0.652618
30 H -2.920321 3.593275 0.949402
31 H -1.609951 4.476014 0.280482
32 H -1.679521 4.024225 1.974342
33 H 0.046429 2.595894 0.636182
34 H -2.376361 0.859815 1.353132
35 H -1.356921 1.596454 2.647152
36 H -0.752361 -0.802405 3.263662
37 H -0.243341 -1.852075 2.027052
38 H -1.962421 -1.305995 1.982532
39 H -2.220181 1.621485 -0.817868
40 H -1.413101 2.807895 -1.156778

Forces on the atoms, in the same order (eV/Å):
-4.2 -5.9 4.2
-0.4 0.4 0.4
13.1 6.2 -9.6
0.5 0.0 0.8
-0.7 -0.3 -0.7
0.2 0.3 -0.2
0.4 -0.2 1.2
-0.2 0.3 -0.3
0.7 0.5 -1.0
2.9 -3.3 1.7
-0.1 0.4 -1.1
-0.6 -2.0 -1.2
0.0 0.3 0.0
0.1 0.0 -0.1
-0.1 -0.2 -0.1
-0.4 -0.5 -0.3
0.3 0.0 -0.5
-0.3 -0.3 0.4
-0.2 -0.4 -0.5
-1.2 0.1 0.1
0.5 -0.4 -0.2
0.1 0.2 -0.3
-0.3 -0.5 0.1
-0.1 0.5 1.0
-1.9 1.9 2.8
0.1 -0.5 0.5
-3.6 -0.8 5.6
0.7 0.7 0.2
-4.6 2.9 -3.9
-0.2 -0.8 -0.4
0.4 -0.1 -0.1
0.5 0.1 0.1
0.1 0.5 0.9
-0.6 0.5 0.2
-0.1 0.0 0.2
-0.6 0.2 0.3
-0.4 0.3 -0.3
-0.1 0.1 0.2
-0.6 -0.7 0.8
0.9 0.5 -1.0